Formula: C3H4O3
Source: the OMol25 dataset
Level of theory: ωB97M-V with the def2-TZVPD basis set

```
10
Properties=species:S:1:pos:R:3:forces:R:3:nbo_charge:R:1
C 0.613285 0.831640 0.689832 0.499 -0.946 -0.938 -0.7435
C -0.172278 0.543519 -0.631837 -0.005 1.759 -2.093 0.4784
C -0.926125 -0.889926 -0.688400 -1.703 0.171 -1.888 0.6887
H 1.440847 -0.000303 0.774624 -1.658 1.458 0.263 0.2221
H 1.185211 1.741957 0.452555 -0.435 -0.118 0.607 0.2593
H -0.087736 0.913673 1.593643 1.235 -0.204 -1.283 0.2550
H 0.326212 -1.537908 0.776529 -1.093 -0.332 -1.563 0.4990
O -0.185491 1.340840 -1.609185 -0.113 -3.424 3.911 -0.4691
O -0.250619 -1.905443 0.039679 -0.952 1.753 -0.183 -0.6916
O -1.943307 -1.038051 -1.397441 4.226 -0.118 3.169 -0.4982
```
Forces are in eV/Å.

Energy above the lowest of the compared OMol25 structures with the same formula, charge and spin ... 162.73 kJ/mol
Maximum force ... 5.284 eV Å⁻¹
Calculated total energy ... -342.39395 a.u.
HOMO energy ... -10.355 eV